Below is C31H44BeBrN3OP2 as an isolated structure in a non-equilibrium geometry, with properties calculated with ωB97M-V/def2-TZVPD.

Structure (XYZ):
```
83
C31H44BeBrN3OP2, DFT ωB97M-V/def2-TZVPD
C -0.287 2.426 4.924
C -1.255 2.994 4.067
H -0.684 -2.947 -0.127
H -1.919 3.088 1.993
H 3.747 0.210 2.730
C -1.706 2.713 -2.050
C 3.513 -0.834 -1.506
C -0.587 -0.057 0.108
H 2.836 -4.239 3.077
C -1.189 5.653 -5.487
C 0.811 1.741 4.348
H 5.535 -1.281 0.657
H 2.223 -2.434 -0.812
H -0.410 2.516 6.008
O 2.757 0.319 4.671
H 4.004 -3.514 1.968
H -2.095 3.557 4.426
C 5.293 -0.883 1.653
H -3.409 -0.737 -4.639
C 1.921 1.113 5.121
N 1.957 1.397 6.448
C -3.302 -3.152 -0.465
H 2.505 -1.825 3.322
C -0.708 7.201 -3.891
C -1.688 -0.284 0.938
H 6.111 -0.201 1.931
H -0.646 -5.041 -2.343
P 2.447 -0.976 1.103
P -2.214 -2.936 -1.922
H -3.335 -0.835 -2.103
H -1.373 5.447 -6.549
C -0.655 6.241 -2.867
H 4.472 -0.382 -1.229
C -1.151 3.863 -2.197
H 0.033 0.460 -1.951
H -3.743 0.288 1.294
H -1.655 -0.793 -2.753
C -0.645 0.698 -1.080
C -1.133 2.749 2.687
H 0.339 -0.588 0.358
H -0.658 -5.314 -0.600
H 0.856 -4.820 -1.397
H -5.213 -3.302 -1.535
C 3.974 -0.104 1.691
C -0.596 -3.196 -1.194
Br -1.611 -1.490 2.346
C 2.933 -3.632 2.164
H -1.253 3.578 -4.914
H -3.492 -2.145 -0.066
H -0.521 8.249 -3.668
Be -0.023 2.677 -1.771
C 3.046 -1.813 -0.432
C -1.026 4.908 -3.162
C -4.587 -3.893 -0.858
N -0.968 6.929 -5.166
H 2.786 -0.022 -1.671
C -1.190 4.612 -4.542
H -5.184 -4.091 0.038
H 0.116 -2.501 -1.657
C -1.781 1.564 -1.232
C -3.127 -1.672 -4.141
H 5.307 -1.706 2.381
H 1.127 -2.451 2.404
C -2.888 0.385 0.615
H 2.498 -4.212 1.343
C -2.594 -1.368 -2.718
H 4.052 0.798 1.058
C -2.947 1.269 -0.474
N -0.106 2.074 2.168
H 2.747 1.079 6.996
C -0.231 -4.680 -1.390
H 3.843 -2.509 -0.147
H 1.381 2.095 6.854
C 0.811 1.530 2.956
C 2.217 -2.302 2.371
H 3.668 -1.363 -2.457
H -3.876 1.841 -0.725
H -2.734 -3.727 0.281
H -0.267 6.517 -1.891
H 1.520 0.851 2.429
H -4.366 -4.862 -1.320
H -2.363 -2.173 -4.751
H -3.996 -2.343 -4.077
```

The HOMO energy (alpha / beta) comes out at -0.460 / -0.460 hartree. As for the multiplicity: 1. As for the net charge: +2. For the HOMO-LUMO gap (alpha / beta), the calculation gives 4.788 / 3.898 eV.

These are the Löwdin partial charges, in e, on atoms 1 to 8:
1 C 0.02
2 C -0.03
3 H 0.06
4 H 0.11
5 H 0.05
6 C 0.01
7 C -0.15
8 C -0.15

***

Below is a 2-piece molecular cluster, C5H14N2O overall in a non-equilibrium geometry, with properties calculated with ωB97M-V/def2-TZVPD.

Structure (XYZ):
```
22
C5H14N2O, DFT ωB97M-V/def2-TZVPD
C -1.494 -0.808 1.692
C -0.568 1.992 -0.584
H -1.422 1.606 -0.024
H 0.623 -1.286 1.729
H -2.104 0.085 1.529
N -0.448 -0.757 -1.720
O 1.751 1.599 -0.914
H 0.043 -0.904 -2.604
H 2.297 -0.837 0.086
C 1.637 -1.160 -0.717
C -0.048 -0.433 1.713
H 2.180 -1.005 -1.656
H 0.677 0.850 0.846
H -0.346 3.004 -0.244
H -0.807 2.088 -1.645
H -1.186 -0.086 -1.889
C 0.700 1.141 -0.395
H -1.724 -1.528 0.905
N 0.412 -0.370 -0.685
H -1.778 -1.247 2.660
H 0.210 0.269 2.502
H 1.396 -2.215 -0.584
```

The HOMO energy (alpha / beta) comes out at -0.282 / -0.282 hartree. As for the multiplicity: 1. As for the net charge: 0. For the HOMO-LUMO gap (alpha / beta), the calculation gives 6.937 / 6.933 eV.

These are the Löwdin partial charges, in e, on atoms 1 to 8:
1 C -0.14
2 C -0.04
3 H 0.06
4 H 0.07
5 H 0.06
6 N 0.06
7 O -0.03
8 H 0.09

***

Below is a 11-piece molecular cluster, C42H116N10O11 overall in a non-equilibrium geometry, with properties calculated with ωB97M-V/def2-TZVPD.

Structure (XYZ):
```
179
C42H116N10O11, DFT ωB97M-V/def2-TZVPD
H -4.572 2.459 5.797
H 5.428 6.353 -2.800
H -1.086 -4.114 5.966
O -1.161 -3.334 -2.556
H -0.950 -2.868 7.854
H 4.209 -2.275 3.109
H -0.594 0.287 -3.294
O 5.902 -3.195 2.364
O -4.729 2.532 3.687
N 2.430 -3.136 1.090
C 6.499 -3.915 3.420
H -1.661 -5.838 -2.727
H 0.071 5.441 -1.695
H -3.641 0.575 5.296
C -2.792 -0.688 3.785
H 2.044 -2.218 1.329
H -1.396 -1.483 -1.828
H -1.079 3.374 -1.433
N 1.647 1.644 2.713
H 3.424 1.985 -2.223
H -1.110 -0.235 -6.998
C 0.439 2.124 3.488
H -1.028 -1.376 0.636
N -0.101 -3.400 7.686
H -2.370 5.082 -2.534
H 1.100 1.535 5.479
H 5.322 -1.473 0.388
H 4.222 -5.937 -1.750
H -0.178 6.026 4.744
H 3.863 -0.791 1.092
H -3.112 -1.092 2.826
C 3.175 3.466 -0.701
C -2.631 4.862 -1.484
H -5.807 0.574 4.005
O -0.697 4.156 4.075
H 2.497 1.438 -0.804
C -1.398 4.236 -0.839
C -0.227 1.575 -6.299
H -2.023 4.572 1.188
H -2.459 3.006 0.592
H -2.941 1.454 -1.653
C 0.358 -2.578 5.419
H 3.009 -5.205 -1.014
H 2.169 -3.769 1.848
C 2.672 2.269 -1.486
C -5.461 1.100 -3.006
H -3.433 4.103 -1.504
C -0.233 0.414 -0.219
H 1.332 -7.007 3.609
C -0.321 0.468 -7.324
H -1.696 5.864 3.772
H 1.285 3.798 4.634
H 4.581 -3.583 -1.716
H 1.942 2.384 2.028
H 2.564 -6.549 4.782
H 1.363 -2.244 5.683
H 5.177 -3.504 -4.168
H -1.838 -6.300 -1.057
H -0.317 -1.751 5.668
C -0.675 5.524 3.906
C -4.598 3.136 4.938
H 6.152 -3.546 4.402
H -1.616 1.382 -8.670
H -5.130 1.477 -5.680
H -6.287 1.713 -3.381
H 1.456 4.111 0.111
H -2.901 -2.549 -1.708
N 3.394 -5.369 -1.953
C 0.315 1.267 4.756
H -1.284 -3.767 -0.535
H -0.574 0.412 -9.395
C -2.009 -2.271 -2.274
C 4.238 -1.601 0.451
C 1.004 -0.257 -7.447
H 0.287 -3.179 -1.037
C 2.365 -0.935 -3.393
O 0.613 -0.802 1.712
O -4.298 1.394 -3.782
H -4.591 -0.155 -5.162
C -0.560 -3.810 -1.369
C -0.004 -5.218 -1.553
C -3.939 6.757 -1.455
H 5.122 5.242 -4.156
C 4.511 -3.118 2.469
H 1.035 -7.383 5.292
H 7.563 -3.692 3.414
C -3.677 1.607 3.381
H 2.753 4.463 1.034
H 0.965 0.052 2.095
H 0.163 1.371 0.135
H 4.196 -4.952 -4.404
H -6.217 1.381 0.162
H -0.727 -7.205 -2.077
H -2.349 -1.882 -3.239
N 2.326 3.703 0.500
H 0.479 -0.059 -0.896
H 2.175 -3.033 -1.902
C -4.385 0.923 -5.096
H -5.629 0.019 -3.086
C -1.098 -6.205 -1.861
H -0.415 1.921 2.834
H 4.112 -4.047 2.902
O 0.832 -5.408 4.758
H -1.722 1.504 -3.965
C 2.834 -3.126 -2.790
N -0.273 5.195 -0.764
O 0.094 1.152 -5.012
C 0.561 3.576 3.835
C -0.980 0.728 -4.209
C -0.553 -0.458 0.983
H -0.752 3.310 0.949
C 3.926 -2.960 1.084
O 4.503 4.590 -2.334
C 0.910 -4.927 6.069
H -3.604 0.963 -0.095
H -3.807 1.426 2.316
H 2.809 0.052 -3.346
H -7.076 0.795 -1.036
C 4.798 -4.401 -3.679
H 1.929 -4.613 6.333
H 1.754 0.493 -7.700
H 3.375 5.633 -0.914
H 3.775 -1.498 -0.528
O -2.983 6.026 -0.776
H 1.577 -1.028 -2.628
H 0.944 -1.029 -8.210
H 1.287 -0.702 -6.495
C -5.138 1.437 -1.571
C -3.771 0.930 -1.176
N 0.680 -5.614 -0.299
H -2.659 -1.477 4.520
H -0.205 -4.247 8.251
H 0.655 -5.775 6.731
H -1.813 -0.216 3.668
N -5.151 -0.209 4.091
H -5.119 2.523 -1.403
H -4.868 6.197 -1.638
H -0.648 1.354 5.260
C 3.949 -4.080 -2.468
H -3.715 3.789 4.934
H 3.766 6.136 -3.515
H -0.101 5.783 3.003
H 1.275 -4.801 -0.068
H 5.649 -5.024 -3.394
C -1.663 3.755 0.560
O 3.371 -1.899 -3.210
N -0.658 1.046 -8.610
H 2.143 -3.523 -3.561
C 3.344 4.731 -1.547
H -1.115 2.229 -6.301
C -0.069 -3.802 6.234
H 4.194 3.291 -0.323
H -1.142 0.630 -0.784
H 0.023 -5.600 0.484
H 4.351 -3.704 0.393
H -3.408 1.061 -5.557
C 4.709 5.656 -3.234
H -3.661 -0.130 -1.439
H -2.761 2.191 3.580
H 6.244 -4.975 3.333
H 0.677 -5.154 -2.405
H -5.482 3.763 5.065
H -1.547 -0.050 -4.748
H -5.218 -0.683 3.191
H -3.567 7.085 -2.434
H 1.835 -1.074 -4.347
H -4.234 7.631 -0.878
C -3.790 0.376 4.234
H -1.192 0.132 1.647
N -6.128 0.767 -0.653
C 1.482 -6.636 4.623
H 0.286 -2.757 4.347
H 1.735 2.463 -2.021
H 0.986 4.045 2.925
H 0.613 2.231 -6.553
H 2.433 1.648 3.377
H -0.681 6.082 -0.448
H 0.525 0.207 4.598
H 2.479 4.849 -2.231
```

The HOMO energy comes out at -0.322 hartree. The SMILES is COC[C@H](C)N.COC[C@H](C)N.COC[C@H](C)N.COC[C@H](C)N.COC[C@H](C)N.COC[C@H](C)N.COC[C@H](C)N.COC[C@H](C)N.COC[C@H](C)N.COC[C@H](C)N.CCO. As for the multiplicity: 1. As for the net charge: 0. For the HOMO-LUMO gap, the calculation gives 9.183 eV.

These are the Löwdin partial charges, in e, on atoms 1 to 8:
1 H 0.09
2 H 0.09
3 H 0.14
4 O -0.17
5 H 0.06
6 H 0.14
7 H 0.07
8 O -0.18

***

no.,total energy (hartree)
1,-4717.8626
2,-383.4537
3,-3044.8346